Entry from the Open Molecules 2025 dataset: 2 unconnected molecules or ions with the total composition C3H8N2O at a distorted geometry (the ωB97M-V functional and the def2-TZVPD basis).

Each line ends with the Mulliken charge.
Positions of all 14 atoms, in Å:
C1 0.83759 -1.12613 -1.80059  -0.725
C2 0.86064 -0.88260 0.49465  -0.333
N1 0.10555 -1.08994 -0.53650  -0.471
H1 0.20484 -0.68242 -2.56638  0.270
H2 1.10570 -2.11750 -2.10188  0.249
H3 1.79619 -0.55601 -1.76841  0.330
H4 1.41526 -1.59790 1.13174  0.248
H5 1.39239 0.08333 0.36226  0.349
C3 -1.11468 1.63274 1.62470  0.068
N2 -1.68048 0.90956 0.63807  -0.332
O1 -0.14710 1.18235 2.23656  -0.568
H6 -1.40559 2.69322 1.72064  0.339
H7 -2.25316 1.49048 0.04483  0.248
H8 -1.11715 0.06082 0.52030  0.329

relative energy (zero: lowest compared OMol25 entry of this formula, charge and spin) = 4.520 eV
frontier orbital gap = 7.94 eV
SMILES = C=NC.NC=O
total energy = -303.72602 a.u.

Entry from the Open Molecules 2025 dataset: 2 unconnected molecules or ions with the total composition C3H8N2O at a distorted geometry (the ωB97M-V functional and the def2-TZVPD basis).

Each line ends with the Mulliken charge.
Positions of all 14 atoms, in Å:
C1 2.19000 -0.16823 0.64073  -0.531
C2 1.24267 -0.94764 0.12132  -0.043
N1 0.54731 -0.78712 -1.16393  -0.732
H1 2.23973 0.90483 0.49136  0.221
H2 2.77723 -0.70038 1.37100  0.244
H3 0.80959 -1.78182 0.68401  0.293
H4 0.73482 -1.68911 -1.58716  0.273
H5 -0.46202 -0.71844 -0.96805  0.247
C3 -1.97339 0.53248 0.39555  0.139
N2 -1.31872 1.45998 -0.35195  -0.326
O1 -1.67338 -0.63165 0.59645  -0.545
H6 -2.97975 0.83826 0.74380  0.348
H7 -1.81997 2.29841 -0.57894  0.226
H8 -0.31412 1.39043 -0.39417  0.186

relative energy (zero: lowest compared OMol25 entry of this formula, charge and spin) = 2.385 eV
frontier orbital gap = 10.08 eV
SMILES = C=CN.NC=O
total energy = -303.80448 a.u.

Entry from the Open Molecules 2025 dataset: a single C3H8N2O molecule at a distorted geometry (the ωB97M-V functional and the def2-TZVPD basis).

Each line ends with the Mulliken charge.
Positions of all 14 atoms, in Å:
C1 -0.54149 0.53053 -0.69338  -0.098
C2 -0.19571 1.33694 0.49972  -0.232
C3 -0.35925 -1.84490 -0.34313  -0.862
N1 0.12647 -0.67445 -1.05322  -0.359
N2 0.89178 1.05560 1.34044  -0.495
O1 0.10219 1.73670 -0.89985  -0.478
H1 -1.59625 0.49778 -0.97871  0.427
H2 1.13040 -0.56819 -0.95318  0.312
H3 -0.97376 1.91696 0.98803  0.400
H4 1.64246 0.59373 0.83631  0.218
H5 1.25685 1.88788 1.78931  0.234
H6 -1.42142 -1.96594 -0.56330  0.293
H7 -0.23559 -1.78209 0.74704  0.304
H8 0.17333 -2.72055 -0.71608  0.336

relative energy (zero: lowest compared OMol25 entry of this formula, charge and spin) = 2.237 eV
frontier orbital gap = 9.78 eV
SMILES = CN[C@@H]1O[C@@H]1N
total energy = -303.80993 a.u.

Entry from the Open Molecules 2025 dataset: 2 unconnected molecules or ions with the total composition C3H8N2O at a distorted geometry (the ωB97M-V functional and the def2-TZVPD basis).

Each line ends with the Mulliken charge.
Positions of all 14 atoms, in Å:
C1 -1.30945 -1.03026 0.71848  -0.347
C2 1.39420 0.86445 0.27234  -0.990
N1 -0.83708 -2.09606 0.08948  -0.503
C3 0.15668 0.55187 -0.50631  0.807
O1 0.38457 -0.49817 -1.44884  -0.515
N2 -0.74971 1.40346 -0.84722  -0.761
H1 -0.39081 -0.50116 -2.03647  0.342
H2 0.07958 -2.35324 0.46887  0.239
H3 -0.64416 2.26961 -0.31210  0.224
H4 -2.33260 -0.71638 0.48277  0.300
H5 -0.89262 -0.70251 1.67994  0.305
H6 2.28581 0.74247 -0.34641  0.276
H7 1.37906 1.88384 0.66336  0.369
H8 1.47652 0.18209 1.12209  0.255

relative energy (zero: lowest compared OMol25 entry of this formula, charge and spin) = 2.893 eV
frontier orbital gap = 10.68 eV
SMILES = [H]/N=C(\C)O.C=N
total energy = -303.78580 a.u.

Entry from the Open Molecules 2025 dataset: a single C3H8N2O molecule at a distorted geometry (the ωB97M-V functional and the def2-TZVPD basis).

Each line ends with the Mulliken charge.
Positions of all 14 atoms, in Å:
C1 -0.21254 -0.49030 0.59795  0.395
C2 -1.15950 -1.49362 0.03379  -1.188
N1 -0.01214 0.90351 -0.49728  -0.092
N2 0.53495 2.20625 -0.31524  -0.677
C3 1.15883 -0.38628 0.03822  -0.074
O1 1.59392 -1.38072 -0.59750  -0.658
H1 -0.08288 0.66446 -1.48260  0.288
H2 -0.33479 -0.21606 1.64868  0.358
H3 -0.20315 2.90251 -0.28132  0.233
H4 1.04259 2.29932 0.56262  0.242
H5 1.84886 0.26500 0.61492  0.221
H6 -1.02990 -1.61216 -1.03940  0.299
H7 -0.95518 -2.46829 0.48331  0.309
H8 -2.18906 -1.19362 0.23386  0.344

relative energy (zero: lowest compared OMol25 entry of this formula, charge and spin) = 4.676 eV
frontier orbital gap = 9.44 eV
SMILES = C[C@H]1[C@@H]([O-])[N@@H+]1N
total energy = -303.72029 a.u.

Entry from the Open Molecules 2025 dataset: a single C3H8N2O molecule at a distorted geometry (the ωB97M-V functional and the def2-TZVPD basis).

Each line ends with the Mulliken charge.
Positions of all 14 atoms, in Å:
O1 0.65441 -1.50220 0.32947  -0.580
C1 -0.30947 -0.68340 0.29098  0.687
N1 -0.45942 0.43210 -0.43528  -0.538
C2 0.53524 0.56797 -1.55077  -0.155
N2 1.53946 1.22274 -0.80716  -0.630
C3 -1.34154 -1.00200 1.40996  -1.147
H1 -0.45112 1.35847 0.04433  0.335
H2 0.04028 1.29762 -2.22853  0.217
H3 0.82446 -0.45490 -1.84092  0.339
H4 2.57732 0.87740 -0.90182  0.273
H5 1.29831 1.13999 0.15665  0.208
H6 -2.43953 -0.95694 1.40302  0.365
H7 -1.27510 -0.33897 2.31667  0.262
H8 -1.19330 -1.95790 1.81340  0.365

relative energy (zero: lowest compared OMol25 entry of this formula, charge and spin) = 2.563 eV
frontier orbital gap = 10.39 eV
SMILES = CC(=O)NCN
total energy = -303.79795 a.u.

Entry from the Open Molecules 2025 dataset: a single C3H8N2O molecule at a distorted geometry (the ωB97M-V functional and the def2-TZVPD basis).

Each line ends with the Mulliken charge.
Positions of all 14 atoms, in Å:
C1 0.82279 -0.72221 1.26186  -0.936
N1 0.23091 -0.44137 -0.14047  -0.001
C2 -0.93355 -1.30485 -0.45444  -1.058
C3 0.01191 0.93037 -0.75105  0.516
O1 -0.47801 1.04346 -1.85079  -0.568
N2 0.45509 1.92160 0.03457  -0.318
H1 1.54917 0.08650 1.42146  0.237
H2 0.00901 -0.68943 1.98656  0.176
H3 1.05943 -0.89337 -0.51911  0.369
H4 -1.19369 -1.22994 -1.51174  0.342
H5 -0.64167 -2.31483 -0.17355  0.439
H6 -1.78397 -0.98796 0.15591  0.342
H7 0.29252 2.86713 -0.27525  0.251
H8 0.67881 1.72498 1.00115  0.208

relative energy (zero: lowest compared OMol25 entry of this formula, charge and spin) = 3.583 eV
frontier orbital gap = 7.65 eV
total energy = -303.76045 a.u.

Entry from the Open Molecules 2025 dataset: a single C3H8N2O molecule at a distorted geometry (the ωB97M-V functional and the def2-TZVPD basis).

Each line ends with the Mulliken charge.
Positions of all 14 atoms, in Å:
C1 0.93086 0.66396 0.64785  -0.291
C2 -0.37884 -0.13219 0.30062  -0.581
C3 -0.97568 0.29790 -1.00847  0.442
N1 -1.78064 -0.61487 -1.63488  -0.400
O1 -0.80710 1.39923 -1.48637  -0.603
N2 1.83093 -0.15036 1.42931  -0.427
H1 0.67016 1.61674 1.10323  0.213
H2 1.35766 0.85195 -0.33912  0.271
H3 -1.06665 0.05915 1.13024  0.248
H4 -0.17311 -1.20317 0.31685  0.362
H5 -2.03397 -0.45215 -2.59567  0.254
H6 -1.76165 -1.55163 -1.26615  0.203
H7 2.79361 0.06980 1.40922  0.162
H8 1.39441 -0.85436 1.99334  0.147

relative energy (zero: lowest compared OMol25 entry of this formula, charge and spin) = 0.769 eV
frontier orbital gap = 9.74 eV
SMILES = NCCC(N)=O
total energy = -303.86387 a.u.

Entry from the Open Molecules 2025 dataset: a single C3H8N2O molecule at a distorted geometry (the ωB97M-V functional and the def2-TZVPD basis).

Each line ends with the Mulliken charge.
Positions of all 14 atoms, in Å:
C1 2.53105 -0.06052 0.37469  0.068
C2 -0.46896 1.29481 -0.58852  -0.698
C3 -0.49162 -1.31841 -0.41985  -0.972
N1 1.19994 0.01297 0.58636  -0.252
N2 0.16823 0.02976 -0.39621  0.008
O1 3.14350 0.05466 -0.64243  -0.522
H1 2.86092 -0.12656 1.46920  0.268
H2 0.17336 2.12247 -0.91260  0.259
H3 -1.31588 1.03508 -1.37890  0.262
H4 -1.02337 1.67310 0.40635  0.243
H5 0.02993 -1.91270 -1.04258  0.294
H6 -0.54216 -1.75977 0.57963  0.305
H7 -1.45568 -1.29532 -0.68930  0.422
H8 0.81380 -0.33890 1.50614  0.315

relative energy (zero: lowest compared OMol25 entry of this formula, charge and spin) = 3.234 eV
frontier orbital gap = 9.65 eV
SMILES = CN(C)NC=O
total energy = -303.77327 a.u.

Entry from the Open Molecules 2025 dataset: a single C3H8N2O2 molecule at a distorted geometry (the ωB97M-V functional and the def2-TZVPD basis).

Each line ends with the Mulliken charge.
Positions of all 15 atoms, in Å:
C1 -0.89414 -0.57882 0.08610  -0.523
N1 -1.25592 0.83702 0.29188  -0.279
C2 -0.50821 1.69368 1.12270  0.569
O1 -0.17806 1.10063 2.26082  -0.430
O2 -0.19242 2.85728 0.80358  -0.593
C3 0.50198 -0.63276 -0.89939  -0.324
N2 1.38711 -1.80206 -1.05701  -0.505
H1 -0.70531 -0.93113 1.06337  0.340
H2 -1.59237 -1.22834 -0.49032  0.314
H3 -1.18554 1.43374 -0.50427  0.290
H4 0.63611 1.54956 2.45122  0.323
H5 1.14935 0.37163 -0.52469  0.153
H6 0.03291 -0.21029 -1.78987  0.247
H7 0.90457 -2.61980 -0.92140  0.198
H8 1.89992 -1.84035 -1.89273  0.221

relative energy (zero: lowest compared OMol25 entry of this formula, charge and spin) = 2.077 eV
frontier orbital gap = 10.31 eV
SMILES = NCCNC(=O)O
total energy = -379.06467 a.u.

Entry from the Open Molecules 2025 dataset: 2 unconnected molecules or ions with the total composition C3H8N2O2 at a distorted geometry (the ωB97M-V functional and the def2-TZVPD basis).

Each line ends with the Mulliken charge.
Positions of all 15 atoms, in Å:
C1 1.50722 1.55126 0.77335  -0.620
C2 -0.04148 -0.50516 1.17750  0.169
O1 1.19254 0.21893 0.35927  -0.428
O2 -0.69753 0.14148 1.92995  -0.418
H1 0.22937 -1.56259 1.18678  0.379
H2 1.57312 2.18754 -0.11171  0.269
H3 2.47489 1.54615 1.27793  0.219
H4 0.74449 1.94276 1.45272  0.312
N1 -0.66984 -1.72538 -1.53276  -0.452
C3 -0.98071 -0.56854 -0.86507  0.330
N2 -2.15101 -0.06553 -0.89827  -0.822
H5 0.28122 -1.84767 -1.84537  0.229
H6 -1.37971 -2.07689 -2.16425  0.261
H7 -2.22543 0.71243 -0.23908  0.255
H8 0.14285 0.05119 -0.50100  0.317

relative energy (zero: lowest compared OMol25 entry of this formula, charge and spin) = 4.370 eV
frontier orbital gap = 8.93 eV
SMILES = [H]/N=C/N.COC=O
total energy = -378.98042 a.u.

Entry from the Open Molecules 2025 dataset: 3 unconnected molecules or ions with the total composition C3H8N2O2 at a distorted geometry (the ωB97M-V functional and the def2-TZVPD basis).

Each line ends with the Mulliken charge.
Positions of all 15 atoms, in Å:
C1 -0.09676 2.41938 -2.11045  -0.352
C2 0.46172 1.19724 -2.40964  -0.233
N1 0.13421 0.36587 -1.38610  -0.077
C3 -0.72824 1.07562 -0.56344  -0.159
N2 -0.81885 2.31588 -0.95289  -0.541
H1 -0.19809 3.22645 -2.81539  0.343
H2 1.19227 0.88098 -3.13663  0.363
H3 0.05747 -0.62686 -1.42954  0.232
H4 -1.06113 0.61068 0.34742  0.418
H5 -1.98749 -2.39215 3.71901  0.314
H6 -0.64893 -2.97147 3.12791  0.315
O1 -1.38817 -2.39110 2.97251  -0.623
H7 2.06642 -0.54380 1.41362  0.320
H8 1.38539 -1.78195 2.03218  0.298
O2 1.63017 -1.38476 1.19143  -0.618

relative energy (zero: lowest compared OMol25 entry of this formula, charge and spin) = 1.496 eV
frontier orbital gap = 9.03 eV
SMILES = c1c[nH]cn1.O.O
total energy = -379.08602 a.u.

Entry from the Open Molecules 2025 dataset: a single C3H8N2O2 molecule at a distorted geometry (the ωB97M-V functional and the def2-TZVPD basis).

Each line ends with the Mulliken charge.
Positions of all 15 atoms, in Å:
O1 0.09712 2.04118 -1.39046  -0.578
C1 0.24728 1.21328 -0.52866  0.291
N1 0.99121 0.03903 -0.73948  -0.257
C2 0.55656 -1.32981 -0.51079  -0.296
O2 0.72297 -2.23256 -1.51599  -0.513
C3 -0.63624 1.22004 0.75145  -0.277
N2 -1.01117 0.02504 1.50399  -0.605
H1 1.86775 0.03021 -1.35788  0.273
H2 -0.59868 -1.42618 -0.36379  0.255
H3 0.98111 -1.45073 0.43248  0.350
H4 0.67495 -1.77828 -2.34719  0.301
H5 -1.52966 1.81139 0.34424  0.322
H6 -0.11143 1.87617 1.42739  0.247
H7 -0.30170 -0.17996 2.17344  0.237
H8 -1.95007 0.14118 2.12124  0.249

relative energy (zero: lowest compared OMol25 entry of this formula, charge and spin) = 3.007 eV
frontier orbital gap = 9.85 eV
SMILES = NCC(=O)NCO
total energy = -379.03052 a.u.

Entry from the Open Molecules 2025 dataset: a single C3H8N2O2 molecule at a distorted geometry (the ωB97M-V functional and the def2-TZVPD basis).

Each line ends with the Mulliken charge.
Positions of all 15 atoms, in Å:
C1 -1.23410 0.50271 0.04459  -0.154
C2 0.92658 -1.67229 -0.06155  -0.965
N1 -0.13073 0.70521 -0.70246  -0.139
C3 0.73045 -0.30289 0.55203  0.691
N2 0.31953 2.05352 -0.60640  -0.680
O1 -2.13204 -0.38000 -0.42413  -0.390
O2 1.58036 0.33998 1.16008  -0.662
H1 -2.86735 -0.47090 0.19867  0.384
H2 0.74916 2.26407 -1.50138  0.250
H3 1.07728 2.06041 0.08848  0.271
H4 -1.59594 1.27275 0.73211  0.455
H5 -0.38958 -0.38181 1.14572  0.053
H6 0.03581 -2.00263 -0.59221  0.283
H7 1.75872 -1.60599 -0.76318  0.279
H8 1.17185 -2.38214 0.72962  0.323

relative energy (zero: lowest compared OMol25 entry of this formula, charge and spin) = 4.998 eV
frontier orbital gap = 9.14 eV
total energy = -378.95733 a.u.

Entry from the Open Molecules 2025 dataset: a single C3H8N2O2 molecule at a distorted geometry (the ωB97M-V functional and the def2-TZVPD basis).

Each line ends with the Mulliken charge.
Positions of all 15 atoms, in Å:
C1 1.31095 1.28091 0.40749  -1.070
C2 -1.19713 -1.52714 0.58615  -0.825
C3 0.89084 -0.02154 -0.18572  0.046
N1 -1.40303 0.61849 -0.75401  -0.159
N2 -0.71832 -0.24603 -0.04981  0.423
O1 -2.61867 0.63633 -0.80009  -0.522
O2 1.21023 -0.03203 -1.56559  -0.552
H1 0.77985 2.16618 -0.05925  0.307
H2 2.39221 1.37021 0.11750  0.339
H3 1.34388 1.28001 1.51826  0.333
H4 -1.43430 -1.58288 1.63284  0.314
H5 -2.20630 -1.60505 0.18615  0.306
H6 -0.45860 -2.27641 0.51501  0.293
H7 1.32007 -0.81462 0.39502  0.383
H8 0.78833 0.75357 -1.94395  0.385

relative energy (zero: lowest compared OMol25 entry of this formula, charge and spin) = 4.307 eV
frontier orbital gap = 9.75 eV
SMILES = C[C@H](O)N(C)N=O
total energy = -378.98273 a.u.

Entry from the Open Molecules 2025 dataset: a single C3H8N2O2 molecule at a distorted geometry (the ωB97M-V functional and the def2-TZVPD basis).

Each line ends with the Mulliken charge.
Positions of all 15 atoms, in Å:
O1 0.64736 1.54771 2.13451  -0.547
C1 0.21836 0.57727 1.58409  0.474
N1 0.43933 -0.75832 1.94303  -0.575
C2 -0.80826 0.75267 0.39642  -0.557
N2 -0.97342 -0.25367 -0.59614  -0.277
C3 0.07166 -0.13605 -1.59368  -0.525
O2 1.44284 -0.32524 -1.28417  -0.511
H1 1.40833 -1.04514 1.87721  0.264
H2 -0.08106 -1.27768 1.23481  0.328
H3 -1.72364 0.98627 0.97662  0.405
H4 -0.55326 1.71777 -0.06163  0.316
H5 -1.86533 -0.58645 -0.90423  0.212
H6 -0.18613 -0.88316 -2.36758  0.384
H7 0.12510 0.88400 -1.98978  0.307
H8 1.83812 -1.19997 -1.34948  0.302

relative energy (zero: lowest compared OMol25 entry of this formula, charge and spin) = 1.646 eV
frontier orbital gap = 9.83 eV
SMILES = NC(=O)CNCO
total energy = -379.08051 a.u.